C38H96F6N9O14PdS2 | ωB97M-V/def2-TZVPD

Last column: Löwdin spin population.
Geometry (Å):
Pd  -13.8118  -11.6633  22.4600  0.98
C  -18.9157  -9.9186  20.6685  0.03
F  -17.9958  -9.0250  20.7465  0.02
F  -20.0630  -9.5173  21.1278  0.01
F  -19.0450  -10.2904  19.4250  0.01
S  -18.3951  -11.5084  21.7297  0.02
O  -19.5638  -11.9652  22.4260  0.13
O  -17.9000  -12.4420  20.7033  0.05
N  -17.0769  -11.0061  22.8405  0.33
S  -17.8767  -10.3550  24.0628  -0.02
O  -16.8365  -9.5870  24.7557  0.29
O  -19.0660  -9.5707  23.7064  0.13
C  -18.3883  -11.9304  25.2150  0.00
F  -17.5563  -11.9138  26.2402  0.00
F  -19.6357  -11.8359  25.6745  0.00
F  -18.1964  -13.1014  24.5360  0.00
C  -13.4540  -23.3308  16.7154  0.00
O  -14.6271  -22.5990  16.4845  0.00
C  -15.4784  -22.2884  17.6065  0.00
C  -16.3447  -21.1476  17.1078  0.00
N  -15.9111  -19.9056  17.6778  0.00
C  -16.7728  -18.8483  17.2157  0.00
C  -16.3896  -17.5453  17.9388  0.00
O  -15.0136  -17.1832  18.1002  0.00
C  -14.3882  -16.9664  16.8679  0.00
H  -13.5438  -24.3947  16.9351  0.00
H  -13.0220  -22.9640  17.6465  0.00
H  -12.7604  -23.0469  15.9239  0.00
H  -14.8950  -22.1000  18.5077  0.00
H  -15.9953  -23.2292  17.7956  0.00
H  -17.3573  -21.3084  17.4778  0.00
H  -16.4131  -20.9920  16.0312  0.00
H  -14.9149  -19.8773  17.5143  0.00
H  -17.7481  -19.2497  17.4910  0.00
H  -16.5714  -18.8271  16.1447  0.00
H  -16.8161  -17.6492  18.9366  0.00
H  -16.9831  -16.7813  17.4366  0.00
H  -13.4605  -16.4381  17.0875  0.00
H  -14.9979  -16.2334  16.3396  0.00
H  -14.1966  -17.8996  16.3381  0.00
C  -13.8244  -9.7585  19.3679  0.00
O  -13.4836  -9.4307  20.7195  0.01
C  -12.9147  -8.1465  20.9423  0.00
C  -13.2496  -7.6180  22.2917  0.00
N  -12.6074  -8.4227  23.2677  0.01
C  -11.2204  -8.1050  23.5193  0.00
C  -11.0702  -6.8594  24.4097  0.00
O  -12.1986  -6.7675  25.2684  0.00
C  -12.4367  -5.3743  25.6016  0.00
H  -13.0020  -9.4455  18.7246  0.00
H  -14.8065  -9.3943  19.0665  0.00
H  -13.9644  -10.8391  19.3382  0.00
H  -13.3512  -7.4103  20.2673  0.00
H  -11.8254  -8.1849  20.9354  0.00
H  -14.3150  -7.3960  22.3544  0.00
H  -12.9178  -6.5862  22.4076  0.00
H  -12.8888  -8.0122  24.1466  0.00
H  -10.6441  -7.8946  22.6183  0.00
H  -10.7599  -8.9934  23.9515  0.00
H  -10.8181  -5.9475  23.8684  0.00
H  -10.2425  -7.1037  25.0754  0.00
H  -12.9694  -4.8976  24.7788  0.00
H  -11.5223  -4.8417  25.8629  0.00
H  -13.1728  -5.3496  26.4052  0.00
C  -18.7779  -19.0584  25.8361  0.00
C  -19.7180  -20.1548  25.3755  0.00
C  -19.1092  -21.4949  25.3339  0.00
O  -17.8760  -21.5902  24.5614  0.00
C  -17.9506  -21.3776  23.1148  0.00
N  -20.9140  -20.0081  26.1940  0.00
H  -18.5142  -19.2267  26.8802  0.00
H  -19.2382  -18.0706  25.8161  0.00
H  -17.9315  -18.9173  25.1639  0.00
H  -20.1112  -19.8717  24.3991  0.00
H  -19.8273  -22.1975  24.9111  0.00
H  -18.8022  -21.7436  26.3497  0.00
H  -16.8988  -21.3497  22.8303  0.00
H  -18.3737  -20.3975  22.8946  0.00
H  -18.4437  -22.1779  22.5630  0.00
H  -21.5126  -19.7768  25.4141  0.00
H  -21.1619  -20.8545  26.6861  0.00
C  -24.6457  -10.2474  24.1399  0.00
C  -25.3703  -10.4550  25.4584  0.00
C  -25.7778  -9.0574  26.0759  0.00
O  -26.0217  -9.3158  27.4914  0.00
C  -26.6577  -8.1563  28.1313  0.00
N  -26.6206  -11.2726  25.2353  0.00
H  -25.2442  -9.8100  23.3408  0.00
H  -24.3319  -11.2113  23.7391  0.00
H  -23.7499  -9.6275  24.1778  0.00
H  -24.6889  -10.9490  26.1511  0.00
H  -26.6712  -8.6686  25.5872  0.00
H  -24.9904  -8.3113  25.9686  0.00
H  -26.0647  -7.2518  27.9957  0.00
H  -26.9534  -8.3145  29.1685  0.00
H  -27.6562  -8.0841  27.7001  0.00
H  -26.4496  -12.2195  24.9285  0.00
H  -27.0201  -11.4070  26.1531  0.00
C  -19.2009  -3.5589  20.9393  0.00
C  -18.5400  -3.2510  22.2254  0.00
C  -19.0696  -4.0028  23.4957  0.00
O  -20.2959  -3.4167  23.8114  0.00
C  -21.3166  -4.2243  24.4155  0.00
N  -17.1468  -3.4085  21.9930  0.00
H  -18.8752  -2.9242  20.1151  0.00
H  -20.2505  -3.2745  21.0137  0.00
H  -19.0838  -4.6121  20.6841  0.00
H  -18.7111  -2.1826  22.3570  0.00
H  -18.3022  -3.7327  24.2211  0.00
H  -19.0533  -5.0777  23.3154  0.00
H  -22.2645  -3.7143  24.5873  0.00
H  -20.9456  -4.7411  25.3006  0.00
H  -21.7246  -4.9593  23.7216  0.00
H  -16.6504  -2.7324  22.5555  0.00
H  -16.8560  -3.1744  21.0545  0.00
C  -28.6554  -13.4386  31.0044  0.00
C  -27.1737  -13.5076  31.1040  0.00
C  -26.4271  -14.1706  29.8789  0.00
O  -25.0564  -14.0690  30.0432  0.00
C  -24.3394  -14.5779  28.8762  0.00
N  -26.7553  -12.1360  31.0785  0.00
H  -29.1243  -14.4197  31.0808  0.00
H  -29.0722  -13.0324  30.0828  0.00
H  -29.0652  -12.7873  31.7763  0.00
H  -26.8606  -14.0348  32.0052  0.00
H  -26.7950  -13.5406  29.0691  0.00
H  -26.9114  -15.1470  29.8980  0.00
H  -24.4426  -13.9616  27.9831  0.00
H  -24.6410  -15.5850  28.5882  0.00
H  -23.3025  -14.6362  29.2070  0.00
H  -26.9977  -11.7874  30.1621  0.00
H  -25.7480  -12.1618  31.1476  0.00
C  -14.7091  -6.9168  31.9675  0.00
C  -16.0798  -7.6727  31.5569  0.00
C  -16.6857  -7.2082  30.2135  0.00
O  -17.9292  -7.9107  29.9799  0.00
C  -18.9321  -7.7740  30.9441  0.00
N  -15.8664  -9.0832  31.2717  0.00
H  -14.3429  -7.2320  32.9445  0.00
H  -14.7708  -5.8350  31.8495  0.00
H  -14.0314  -7.2969  31.2031  0.00
H  -16.8208  -7.4690  32.3299  0.00
H  -16.0286  -7.3507  29.3556  0.00
H  -16.9204  -6.1455  30.2735  0.00
H  -19.0535  -6.7041  31.1135  0.00
H  -18.8698  -8.1782  31.9544  0.00
H  -19.8807  -8.0285  30.4713  0.00
H  -16.8056  -9.2543  30.9419  0.00
H  -15.7430  -9.3453  32.2393  0.00
C  -14.3051  -16.9530  22.9183  0.00
C  -14.3359  -15.4721  23.3887  0.00
C  -13.5972  -15.1294  24.7057  0.00
O  -13.5228  -13.6777  24.8986  0.01
C  -13.0624  -13.2725  26.2323  0.00
N  -13.8496  -14.6818  22.2788  0.01
H  -13.4273  -17.2755  22.3584  0.00
H  -15.0996  -17.3003  22.2578  0.00
H  -14.4926  -17.6375  23.7457  0.00
H  -15.3559  -15.0949  23.4622  0.00
H  -12.6162  -15.5600  24.5052  0.00
H  -13.8887  -15.7327  25.5654  0.00
H  -13.6316  -13.6840  27.0659  0.00
H  -13.0065  -12.1959  26.3930  0.00
H  -12.0335  -13.5529  26.4578  0.00
H  -14.3352  -15.0127  21.4573  0.00
H  -12.9851  -15.1089  21.9784  0.00

Forces on the atoms, in the same order (eV/Å):
0.2 -0.1 0.2
-0.5 -1.2 0.3
1.1 1.1 0.6
-0.3 0.3 0.3
0.0 -0.6 -0.4
0.6 -2.3 -4.1
0.6 0.6 0.7
0.2 2.1 2.2
-2.4 -0.6 -0.3
-0.6 1.1 0.9
-0.4 -0.8 -0.4
1.5 -1.4 0.8
0.1 -0.4 -0.1
0.0 0.1 -0.2
1.0 0.0 -0.9
-0.4 1.7 0.7
0.3 1.0 1.2
-0.1 0.2 -0.2
0.7 -1.5 -2.0
-0.7 -0.1 1.4
0.4 -1.0 1.5
2.9 -0.3 0.3
-1.2 -0.3 0.4
-1.3 -0.9 0.2
0.2 0.9 0.3
-0.4 -0.3 -0.8
0.4 0.3 0.3
-0.1 -0.6 -0.1
0.1 0.6 0.0
-0.7 0.2 0.3
-0.3 -0.1 -0.1
0.2 -1.0 -0.4
0.1 1.0 -0.2
-0.4 0.9 -0.4
-0.9 0.7 -0.6
0.3 0.2 0.2
0.3 0.7 -0.1
0.2 -0.3 -0.1
-0.1 -0.3 -0.8
-0.1 0.1 -0.3
0.2 -0.3 0.6
-0.5 -0.7 0.4
-0.4 0.7 -0.3
-0.1 1.2 -0.6
-0.8 -0.9 1.7
1.1 0.1 -1.0
0.7 -1.3 1.0
0.1 1.7 -0.1
-1.0 -0.8 -0.1
-0.3 -0.1 -0.3
0.1 0.7 0.0
0.4 -0.1 -0.1
0.4 -0.2 -0.7
0.1 -0.2 -0.9
-0.4 -1.2 0.7
0.7 0.5 -0.6
-1.6 -0.8 0.6
0.0 -0.2 -0.3
0.0 0.2 0.3
-0.5 0.1 -0.1
0.5 0.4 -0.1
0.4 0.2 -0.4
0.0 -0.1 0.0
0.4 -0.1 0.3
0.5 0.6 -0.4
0.3 2.4 -0.3
1.3 -0.9 -1.0
-0.8 0.2 -0.5
0.6 0.2 1.7
-0.2 -0.2 -0.3
0.4 -0.1 -0.1
-0.6 -0.2 0.0
0.5 -0.5 0.3
0.8 -0.2 -0.6
-0.1 -0.3 0.3
-0.1 -0.4 0.0
-0.1 -0.1 -0.2
-0.2 -0.1 -0.1
-0.3 -0.1 0.2
-1.6 -0.4 1.2
-0.4 -0.1 -0.2
0.2 -0.3 -0.7
-1.0 1.0 -0.4
0.1 -1.9 1.0
-0.4 1.4 0.0
-0.5 -1.3 -1.0
0.7 0.9 0.6
-0.5 0.1 0.3
0.1 -0.2 0.0
0.1 0.0 0.5
0.1 0.1 0.2
-0.2 -0.1 0.0
0.3 -0.1 0.0
-0.1 0.0 0.1
1.0 -0.5 0.2
0.0 0.6 -0.6
0.5 0.0 -0.3
-0.3 0.2 0.2
-1.8 -0.2 -0.6
-0.6 1.0 -0.3
1.2 1.2 -1.4
-1.5 0.0 0.4
0.3 -0.6 -0.8
2.2 -0.5 0.9
0.5 -0.1 0.0
-0.3 -0.6 0.0
-0.1 0.0 -0.2
-0.5 0.2 0.7
-0.1 -0.4 0.7
-0.4 -0.2 0.1
0.7 1.0 0.5
-0.1 0.1 0.2
0.7 -0.6 -0.4
0.3 -0.2 0.3
-0.4 -0.2 -0.2
-1.5 -1.1 -0.1
1.2 0.3 -1.4
-2.8 0.6 1.8
0.7 -1.0 -1.4
0.0 0.1 1.2
0.8 0.9 1.3
-0.1 -0.1 0.2
0.5 0.2 -0.4
0.2 -0.2 0.2
0.0 0.3 0.2
0.1 -0.4 -0.7
0.8 -0.8 -0.9
-0.1 0.4 0.2
-0.3 -0.1 0.3
0.0 0.2 -0.3
0.1 0.4 -0.1
0.3 0.5 -0.2
-1.6 -1.4 -1.6
1.7 2.3 -1.5
-0.9 1.2 1.3
1.2 -0.9 -0.4
-1.1 2.1 -0.3
0.4 1.0 1.5
-0.2 0.2 0.0
-0.1 0.0 0.3
0.4 0.1 0.1
-0.1 -0.1 0.2
-0.1 -0.4 0.1
-0.1 0.3 -0.1
-0.1 0.5 0.3
0.6 -0.8 -0.2
0.2 -0.6 0.1
-0.2 -1.5 0.1
-0.1 -1.8 0.0
-0.7 -0.7 1.2
-1.3 -0.1 0.0
1.1 0.0 -1.3
0.0 -0.7 1.2
0.5 -0.5 0.0
1.1 1.1 -1.3
0.5 0.4 0.5
-0.5 1.0 -0.3
0.5 -0.1 0.3
-0.4 -0.5 0.5
0.8 0.5 0.2
-0.9 0.6 0.2
-0.5 -0.2 -0.4
-0.7 0.1 -0.8
0.2 -0.6 -0.6
-1.1 0.4 -0.2
1.2 0.4 0.5

Summary:
E	-4574.1302	hartree
multiplicity	3
largest force on an atom	4.7	eV Å⁻¹
total charge	+1